Entry 1:
54
Properties=species:S:1:pos:R:3:forces:R:3:nbo_charge:R:1 method="wB97M-V/def2-TZVPD" lumo_ev=-12.5 energy_ev=-48086.1504 total_charge=+3 de_lowest_kcal_mol=29.21
Sn 0.001491 -0.000815 -0.049352 0.425 0.323 3.686 1.761
P 2.045291 -1.021515 0.215748 5.984 -2.832 -0.706 0.907
C 2.349991 -1.486115 -1.592552 -1.303 -0.433 0.877 -0.734
C 1.050791 -1.788915 -2.328152 0.716 -0.377 -0.121 0.259
N -0.079609 -1.229315 -1.819852 -0.221 -1.039 -1.271 -0.656
C -1.257809 -1.448715 -2.460452 -0.671 -0.098 -0.488 0.252
C -1.345909 -2.226915 -3.618052 0.594 0.433 0.670 -0.211
C -0.176509 -2.789615 -4.136752 0.082 0.277 0.433 -0.031
C 1.040991 -2.569015 -3.487452 -0.646 0.473 0.573 -0.206
C -2.498709 -0.839915 -1.820952 1.178 -0.105 0.370 -0.703
P -2.075609 0.662085 -0.749952 -6.390 1.469 -2.878 0.835
H 1.956691 -2.989015 -3.876952 0.093 0.011 0.068 0.278
H -2.296309 -2.393715 -4.102852 -0.099 0.056 0.038 0.276
H -0.213009 -3.391415 -5.033052 -0.012 -0.058 -0.083 0.280
H -3.229609 -0.558915 -2.579252 0.009 0.244 0.102 0.303
H -2.957509 -1.599715 -1.188252 -0.143 0.010 0.201 0.291
H 2.813391 -0.660715 -2.073652 0.619 0.959 -0.440 0.287
H 3.039791 -2.327815 -1.647752 -0.036 -0.028 0.108 0.297
H 1.766591 3.815785 -2.446252 2.461 0.092 -2.069 0.458
O 2.606591 3.687785 -3.044352 -2.769 0.262 0.640 -0.951
H 2.360791 4.022885 -3.950852 0.239 -0.346 1.481 0.495
H -1.548809 4.865285 -0.394052 0.682 2.185 -0.736 0.437
O -1.163709 5.668885 -0.873752 -1.410 -0.786 1.456 -0.939
H -1.612109 6.468785 -0.466652 0.722 -1.426 -0.639 0.506
C -2.296909 2.053585 -1.999452 1.135 -0.186 0.543 -0.858
H -3.279809 1.998385 -2.467252 -0.118 -0.378 0.288 0.296
H -2.201309 3.020485 -1.505352 0.045 -0.021 0.004 0.280
H -1.537209 1.980085 -2.778452 0.033 0.039 0.002 0.270
C -3.637209 0.827085 0.288448 1.177 -0.154 0.734 -0.850
H -3.595209 1.740285 0.882848 0.094 -0.003 -0.020 0.288
H -4.519709 0.866485 -0.350052 0.303 -0.025 -0.480 0.299
H -3.732909 -0.024715 0.961948 0.076 0.004 0.026 0.279
C 2.113391 -2.704415 1.053748 -1.098 0.680 0.132 -0.862
H 3.035591 -3.224115 0.794348 0.171 0.401 -0.313 0.294
H 2.072691 -2.584415 2.136548 -0.061 0.130 -0.050 0.285
H 1.266991 -3.313315 0.735648 -0.034 -0.016 0.028 0.264
C 3.700291 -0.251315 0.671648 -1.081 0.658 0.092 -0.863
H 3.727091 -0.020315 1.736448 -0.121 -0.020 -0.009 0.288
H 4.516491 -0.935315 0.439048 -0.319 -0.362 -0.154 0.294
H 3.849891 0.669785 0.107148 -0.057 0.018 0.005 0.280
C -0.929009 1.118185 3.855748 -0.266 0.337 -0.131 -0.629
C 0.001491 -0.000815 3.370648 -0.457 0.214 1.954 0.255
C 1.428291 0.247385 3.874948 0.350 0.143 -0.270 -0.628
C -0.510509 -1.358415 3.868648 -0.228 -0.445 -0.180 -0.619
O 0.001491 -0.000815 1.950648 0.230 -0.118 -2.980 -0.905
H -0.960609 1.150985 4.966248 0.006 -0.018 -0.751 0.262
H -1.960209 0.953085 3.475048 0.531 0.046 0.316 0.205
H -0.575509 2.102485 3.480348 -0.157 -0.529 0.300 0.220
H 1.454091 0.266085 4.985848 -0.027 -0.024 -0.758 0.269
H 2.107991 -0.555315 3.522348 -0.290 0.305 0.281 0.188
H 1.808091 1.219085 3.493148 -0.206 -0.491 0.303 0.223
H -1.538209 -1.544415 3.489148 0.552 0.105 0.300 0.217
H 0.143891 -2.177815 3.505948 -0.318 0.387 0.271 0.201
H -0.530609 -1.387315 4.979448 0.030 0.056 -0.755 0.266

---

Entry 2:
55
Properties=species:S:1:pos:R:3:forces:R:3:mulliken_charge:R:1 method="wB97M-V/def2-TZVPD" lumo_ev=-5.7 energy_ev=-106322.7576 total_charge=+1
C -3.810201 -3.498066 -1.063725 0.113 0.661 -0.098 -1.280
C -3.353282 -2.320641 -1.935369 -0.581 -0.443 0.156 -0.465
C -1.885290 -2.396244 -2.267545 0.634 -0.071 0.301 -0.725
C -0.958777 -2.289855 -1.007746 -0.964 -0.241 -1.244 -0.986
N 0.056935 -1.237141 -1.222307 0.379 -1.613 1.359 -0.371
C 1.244564 -1.314049 -0.281089 -0.322 -0.145 -0.620 0.385
C 1.008623 -2.088942 0.987956 0.455 0.505 0.402 -1.357
C 0.040434 -1.373998 1.943543 0.111 -0.954 0.443 -0.491
C 0.661516 -1.046397 3.318221 -0.445 0.835 -0.549 -1.192
Ga 0.838577 0.961321 3.825393 -0.190 -0.160 0.486 0.124
N 2.326990 1.062672 5.063510 -0.272 -0.191 -0.591 -0.578
C 1.188254 2.136713 2.156916 0.503 -0.131 0.330 -0.795
C 2.639744 2.570371 2.197956 -1.131 -0.942 0.010 0.153
C 3.543579 1.357598 1.978855 0.157 0.442 -0.018 -1.231
Cl 2.998299 3.842991 0.950123 0.198 0.243 -0.084 -0.274
C -0.488677 0.057561 -1.375818 -0.104 0.914 -0.521 0.001
S -1.865583 0.612847 -0.803467 -0.231 -0.151 0.132 -0.009
S 0.589351 1.016777 -2.409060 0.722 -0.428 -0.406 -0.061
C -0.497627 1.613896 -3.749512 -0.040 0.549 -0.172 -0.561
C -0.665522 3.123107 -3.777307 -0.372 0.061 0.315 -0.508
C -1.118856 3.751092 -2.468764 0.079 0.178 -0.081 -0.785
H -4.842224 -3.725371 -1.273236 -0.313 -0.249 -0.050 0.373
H -3.764603 -3.202034 -0.025259 0.122 -0.215 0.401 0.363
H -3.197758 -4.374625 -1.226264 0.028 -0.375 -0.005 0.301
H -3.602029 -1.415573 -1.402207 0.142 0.436 0.013 0.112
H -3.932538 -2.302000 -2.845582 -0.092 -0.024 -0.443 0.486
H -1.619848 -1.664942 -3.033628 0.058 0.375 -0.001 0.377
H -1.727478 -3.375869 -2.720036 0.039 -0.284 -0.230 0.524
H -0.530871 -3.295866 -0.880704 0.502 0.417 0.291 0.529
H -1.595011 -2.118273 -0.152140 0.167 0.191 0.526 0.466
H 1.572880 -0.307188 -0.083194 0.171 0.460 0.236 0.014
H 2.104081 -1.773370 -0.858831 0.007 0.260 0.755 0.105
H 1.948669 -2.140079 1.522779 0.513 0.017 -0.113 0.768
H 0.755018 -3.120182 0.788862 -0.249 -0.364 -0.109 0.275
H -0.766145 -2.074598 2.138718 -0.451 -0.096 -0.211 0.263
H -0.413749 -0.538331 1.423614 -0.040 0.518 0.025 0.268
H 1.599706 -1.558258 3.497167 0.294 -0.196 -0.149 0.406
H -0.041995 -1.436835 4.036478 -0.066 -0.057 0.563 0.610
H -0.492916 1.406912 4.608592 -0.011 -0.019 -0.183 -0.348
H 2.127337 1.679029 5.838036 0.120 0.119 0.071 0.217
H 3.153825 1.405095 4.590702 0.183 0.056 0.373 0.150
H 0.506387 2.977275 2.119725 -0.130 0.215 0.014 0.569
H 1.066299 1.549905 1.252190 -0.292 -0.244 -0.585 0.023
H 2.826796 2.986067 3.173826 0.305 0.630 0.048 0.376
H 2.975508 0.439621 2.038216 -0.280 -0.303 0.061 0.090
H 4.288416 1.312397 2.759876 0.470 -0.100 0.003 0.300
H 4.019133 1.421138 1.008724 0.269 -0.055 -0.174 0.490
H -1.468505 1.141031 -3.709646 -0.176 -0.351 0.400 0.349
H -0.019176 1.296125 -4.663986 0.200 -0.194 -0.288 0.374
H -1.441434 3.316876 -4.507133 -0.105 0.029 -0.439 0.327
H 0.220507 3.612723 -4.152208 0.445 -0.026 -0.012 0.351
H -0.704488 4.742509 -2.389178 0.042 0.418 0.067 0.309
H -2.194621 3.839520 -2.411526 -0.296 -0.074 0.034 0.290
H -0.786322 3.214382 -1.594433 0.209 -0.242 0.297 0.093
Ba 1.484096 -2.458824 -2.929078 -0.483 0.406 -0.735 1.805

---

Entry 3:
69
Properties=species:S:1:pos:R:3:forces:R:3:nbo_charge:R:1 method="wB97M-V/def2-TZVPD" lumo_ev=-0.1 energy_ev=-83776.0443 smiles="O=S1(=O)OCCO1.O=S1(=O)OCCO1.O=S1(=O)OCCO1.CNC(C)=O.CNC(C)=O.CNC(C)=O" total_charge=0 de_lowest_kcal_mol=1.91
O 21.795616 -4.609165 -9.718175 0.374 0.695 0.740 -0.877
S 22.033030 -4.981324 -8.362364 -1.408 -1.204 0.834 2.524
O 23.241510 -4.712866 -7.635084 -1.104 -0.387 -1.014 -0.869
O 20.799989 -4.554341 -7.376998 1.101 0.583 -0.437 -0.698
C 19.751977 -5.508030 -7.378374 -1.147 -0.445 -0.040 -0.103
C 20.193288 -6.686653 -8.258873 0.208 0.021 -0.327 -0.106
O 21.604267 -6.540238 -8.283571 1.835 0.265 -0.012 -0.702
H 19.561413 -5.856346 -6.361665 0.286 0.215 0.079 0.201
H 18.847128 -5.019309 -7.740709 0.045 -0.112 -0.105 0.204
H 19.817915 -6.672838 -9.284643 -0.102 0.279 0.098 0.202
H 20.023560 -7.681276 -7.851171 -0.214 0.179 0.263 0.229
O 30.967353 -5.964712 -5.304087 -0.513 0.133 0.752 -0.867
S 30.363552 -5.948210 -4.013854 -0.411 0.021 0.214 2.526
O 30.511055 -7.076704 -3.136773 -0.374 0.944 -0.617 -0.896
O 30.781457 -4.612778 -3.224593 0.639 -0.594 -0.088 -0.685
C 29.674806 -3.920186 -2.703336 -1.707 0.100 0.743 -0.093
C 28.416310 -4.799043 -2.952693 1.407 -0.698 0.403 -0.110
O 28.806089 -5.498158 -4.147249 0.045 -0.323 -0.882 -0.688
H 29.721668 -3.753359 -1.626622 0.624 0.008 -0.046 0.200
H 29.594785 -2.965153 -3.217949 -0.026 0.009 -0.071 0.195
H 27.494373 -4.223693 -2.965980 0.035 -0.022 -0.936 0.221
H 28.261690 -5.611717 -2.238405 0.238 0.426 0.549 0.198
O 20.562595 -9.476186 -5.599775 1.729 1.031 0.962 -0.880
S 21.479576 -8.524300 -4.996901 -1.231 -0.670 -0.980 2.504
O 22.458402 -7.885758 -5.843580 -1.074 -0.401 1.278 -0.893
O 20.518002 -7.443887 -4.245525 0.800 0.088 -0.577 -0.680
C 20.580837 -7.611722 -2.850652 -0.386 -0.733 2.251 -0.106
C 21.913632 -8.266308 -2.546168 0.807 2.057 0.467 -0.107
O 22.171559 -9.100601 -3.664970 -0.186 -0.501 -0.818 -0.665
H 20.455429 -6.703116 -2.260490 0.292 0.472 -0.710 0.216
H 19.797249 -8.253511 -2.430392 -0.275 -0.200 -0.855 0.191
H 22.003564 -8.725083 -1.563562 -0.515 -0.921 -0.424 0.228
H 22.683774 -7.485545 -2.460899 0.059 -0.089 -0.557 0.197
C 18.460673 -2.741201 -0.022018 -0.122 -0.217 -0.490 -0.416
N 19.850814 -2.485567 0.248797 0.748 0.206 -0.661 -0.610
C 20.443016 -2.354441 1.450747 -0.126 0.042 1.189 0.674
C 21.873730 -1.808197 1.432375 -1.254 0.120 0.032 -0.700
O 19.885754 -2.650550 2.495143 0.119 -0.024 -0.128 -0.636
H 17.934266 -3.208296 0.804107 0.231 0.404 0.381 0.238
H 18.372577 -3.467264 -0.835881 0.066 0.187 -0.125 0.190
H 18.007511 -1.798470 -0.335114 -0.439 -0.209 0.155 0.196
H 20.389179 -2.058975 -0.486710 -0.240 -0.183 -0.263 0.380
H 22.135551 -1.472295 0.431421 0.537 -0.370 0.000 0.201
H 22.486742 -2.584531 1.879358 0.414 0.146 -0.288 0.245
H 21.876492 -0.923202 2.067534 0.079 -0.122 0.174 0.238
C 25.149713 -8.832162 -7.610579 -0.459 -0.005 0.457 -0.412
N 24.528458 -7.924472 -8.558828 -0.095 -0.566 0.543 -0.622
C 25.042706 -7.551805 -9.751434 0.942 0.760 0.174 0.670
C 24.194899 -6.654809 -10.620207 0.247 -0.338 -0.099 -0.715
O 26.180755 -7.836700 -10.101019 -0.360 -0.433 0.093 -0.638
H 26.099046 -9.245124 -7.930725 0.069 0.338 -0.224 0.236
H 24.462555 -9.660306 -7.408863 0.091 -0.071 -0.150 0.189
H 25.234504 -8.302952 -6.657153 0.435 -0.108 -0.025 0.191
H 23.695398 -7.526439 -8.158438 -0.238 0.175 -0.684 0.402
H 24.399978 -5.601271 -10.430813 -0.111 -0.032 0.313 0.238
H 23.138299 -6.887926 -10.505685 -0.042 0.199 -0.240 0.211
H 24.572732 -6.835233 -11.625005 -0.407 -0.058 -0.132 0.246
C 21.445143 -3.458510 -3.606195 -0.176 -1.001 -0.372 -0.420
N 22.344352 -4.464477 -4.180037 0.070 0.759 0.637 -0.616
C 23.432445 -4.895825 -3.517813 0.934 0.430 -0.723 0.667
C 24.394589 -5.709401 -4.354359 -0.648 -1.244 0.932 -0.717
O 23.752521 -4.558457 -2.384547 -0.639 -0.120 0.037 -0.661
H 21.898191 -2.814219 -2.858251 0.505 -0.364 0.028 0.224
H 20.666141 -4.060435 -3.135199 -0.561 0.726 0.087 0.188
H 21.089042 -2.805645 -4.399570 -0.337 -0.215 -0.039 0.211
H 22.232410 -4.779434 -5.127612 -0.114 0.239 -0.134 0.414
H 24.164119 -5.842729 -5.408176 0.356 0.848 -0.175 0.241
H 24.303574 -6.751107 -4.017752 0.351 0.105 0.339 0.223
H 25.352529 -5.321335 -4.021993 0.325 -0.234 -0.759 0.241

---

Entry 4:
58
Properties=species:S:1:pos:R:3:forces:R:3:nbo_charge:R:1 method="wB97M-V/def2-TZVPD" lumo_ev=2.5 energy_ev=-50912.9997 total_charge=-1
C 1.768307 -3.072900 1.420837 -0.862 -0.830 0.183 -0.642
C 1.375129 -2.615863 -0.100983 -0.324 -1.493 0.158 -0.545
S 2.333942 -1.163867 -0.782757 0.235 0.496 0.404 0.145
C 3.004358 -0.052220 0.597002 1.802 -1.047 1.641 -0.388
N 1.975533 0.391927 1.598497 -0.814 -0.680 -3.960 -0.202
O 2.530541 0.775527 2.759675 0.974 -0.683 3.074 -0.554
C 0.930587 1.324006 1.075470 -2.736 -0.941 1.274 -0.285
C 0.477619 2.325473 2.335969 -0.460 1.116 -0.370 -0.406
C -0.822700 3.274604 1.966899 -0.173 0.442 1.532 -0.419
C -2.271319 2.621483 2.482136 -0.465 0.041 -0.746 -0.435
C -3.262745 2.303495 1.173927 1.503 0.081 -0.754 -0.253
N -4.657960 2.863592 1.342884 -1.160 -3.395 0.807 -0.504
C -5.294373 3.261693 0.029935 -0.078 1.025 -1.161 -0.425
C -5.550871 1.991544 2.194169 -4.661 3.213 1.700 0.694
C -5.316911 0.414327 2.574381 -0.063 -0.213 -0.239 -0.739
O -6.678617 2.580398 2.678139 6.240 -3.500 -2.909 -0.633
P 1.326263 2.306514 -0.507496 1.496 2.119 0.170 1.274
N 2.572020 3.302357 -0.196898 -1.271 1.059 -0.359 -1.398
C -0.411352 0.387762 0.727348 -5.602 -3.285 -1.637 0.736
O -0.935454 -0.466135 1.636287 3.274 4.271 -3.473 -0.757
O -1.123790 0.482903 -0.569537 4.532 0.682 5.965 -0.842
H 0.771435 -2.984773 2.067286 2.422 -0.016 -1.180 0.245
H 2.094403 -4.220598 1.412353 -0.733 2.462 -0.009 0.195
H 2.658613 -2.492129 1.907753 -1.885 -0.881 -1.015 0.210
H 1.628049 -3.546335 -0.805520 -0.327 2.348 1.271 0.240
H 0.233012 -2.393285 -0.274371 2.287 -0.246 0.825 0.259
H 3.763848 -0.754988 1.197038 -1.691 1.668 -1.079 0.213
H 3.703543 0.823013 0.184829 -1.775 -1.727 0.300 0.246
H 2.286749 0.053379 3.428788 0.317 1.440 -1.434 0.466
H 1.347938 3.092178 2.623693 -1.705 -2.117 -0.789 0.242
H 0.144382 1.689478 3.285734 1.009 1.169 -2.300 0.240
H -0.854603 3.647664 0.858982 -0.036 -0.963 2.079 0.211
H -0.692528 4.256927 2.632966 -0.149 -2.037 -1.499 0.201
H -2.818711 3.418187 3.182537 1.120 -1.798 -1.574 0.209
H -2.099637 1.611870 3.079610 -0.221 2.182 -1.287 0.234
H -2.793291 2.870726 0.236551 -1.033 -1.252 2.067 0.214
H -3.233848 1.154850 0.874673 0.004 2.362 0.710 0.250
H -4.779556 2.715318 -0.891699 -1.094 0.853 2.033 0.203
H -6.468805 3.070385 -0.014148 2.698 0.512 0.382 0.227
H -5.048838 4.418092 -0.126996 -0.816 -2.421 0.265 0.200
H -4.896742 -0.174112 1.633159 -0.648 1.323 2.115 0.248
H -6.373698 -0.057622 2.850551 2.265 1.392 -0.622 0.243
H -4.609664 0.247421 3.517186 -1.355 0.576 -2.255 0.254
H 0.230903 3.151742 -0.962134 0.286 -1.341 0.363 -0.018
H 1.724100 1.507369 -1.641815 -0.930 -0.138 0.973 -0.009
H 2.258141 4.312370 -0.328796 0.626 -1.830 0.305 0.356
C 2.779184 -3.172327 -5.333960 -0.094 0.368 -0.060 -0.629
C 3.341731 -3.759281 -4.049230 -0.190 -0.358 -0.415 0.088
C 4.300655 -4.903726 -4.336156 0.309 -0.099 0.182 -0.627
O 2.270251 -4.233136 -3.237680 -0.118 -0.120 0.145 -0.714
H 2.216133 -3.926176 -5.895686 0.146 -0.059 0.027 0.190
H 2.081311 -2.358011 -5.111644 0.177 -0.086 0.026 0.229
H 3.578019 -2.784470 -5.973714 -0.095 -0.041 0.021 0.205
H 3.860389 -2.977618 -3.483628 -0.259 -0.140 0.105 0.192
H 3.791615 -5.719038 -4.862463 -0.016 0.134 -0.083 0.191
H 4.688106 -5.324458 -3.402054 -0.024 0.138 -0.109 0.217
H 5.145134 -4.567758 -4.945947 -0.070 -0.073 0.036 0.205
H 1.804070 -4.927750 -3.731931 0.213 0.338 0.181 0.455